1.
C4H6N2O as an isolated structure at a distorted geometry, computed with the ωB97M-V functional and the def2-TZVPD basis.

Structure (XYZ):
```
13
Properties=species:S:1:pos:R:3:forces:R:3
C 2.0652 -0.2411 0.0471 1.0 0.6 0.2
C 0.6709 0.1280 -0.1985 1.4 1.4 -0.5
N 0.1307 -0.2001 -1.3644 0.6 -2.4 2.7
C -1.0964 -0.5299 -0.9348 -2.5 0.9 -0.3
C -1.4406 0.0652 0.3299 0.6 0.3 -2.0
O -2.4832 0.9287 0.6071 -0.2 -0.8 0.7
N -0.2147 0.4786 0.7933 0.2 -0.3 -0.5
H 2.6114 -0.2864 -0.8900 0.0 0.1 -0.1
H 2.1792 -1.2250 0.5212 -0.4 0.1 0.0
H 2.5293 0.4841 0.6919 0.6 0.3 0.4
H -1.5714 -1.2996 -1.5092 -1.2 0.5 -0.3
H -3.3297 0.5341 0.3792 0.0 -0.1 0.0
H -0.0505 1.1633 1.5271 0.0 -0.5 -0.3
```
Forces are in eV/Å.

Output
Kohn-Sham gap ... 0.297 Eh
LUMO energy ... 0.7362 eV
HOMO level ... -7.357 eV
Relative energy (zero: lowest compared OMol25 entry of this formula, charge and spin) ... 2.716 eV
Net charge ... 0

These are the Löwdin partial charges, in e, on atoms 1 to 5: atom 1 (C): -0.0348, atom 2 (C): -0.4240, atom 3 (N): 0.1192, atom 4 (C): -0.1169, atom 5 (C): -0.3164

2.
A 2-piece molecular cluster, C4H6N2O overall at a distorted geometry, computed with the ωB97M-V functional and the def2-TZVPD basis.

Structure (XYZ):
```
13
Properties=species:S:1:pos:R:3:forces:R:3
O 1.6171 2.5491 0.7778 -0.5 -1.0 0.7
C 1.1862 1.6483 1.3200 0.6 1.2 -0.6
N 1.4981 -0.2931 -0.8036 0.1 -0.1 -0.2
C 0.4099 -1.0508 -0.2139 -0.1 0.0 0.1
C -0.7896 -0.1837 -0.1154 0.0 0.4 -0.1
C -2.0732 0.1660 0.4506 -0.3 -0.1 0.2
N -1.1323 0.9852 -0.4152 0.2 -0.4 0.0
H 2.3476 -0.8419 -0.8554 -0.1 0.0 0.0
H 0.6770 -1.3142 0.8178 0.0 0.0 -0.1
H 0.1471 -1.9950 -0.7222 0.0 0.2 0.1
H 1.2587 0.0249 -1.7364 0.1 0.0 0.1
H -3.0120 -0.1439 -0.0065 0.2 -0.1 0.1
H -2.1346 0.4492 1.5024 0.0 0.0 -0.2
```
Forces are in eV/Å.

Output
Kohn-Sham gap ... 0.394 Eh
LUMO energy ... 0.9266 eV
HOMO level ... -9.803 eV
Relative energy (zero: lowest compared OMol25 entry of this formula, charge and spin) ... 2.970 eV
Net charge ... 0

These are the Löwdin partial charges, in e, on atoms 1 to 5: atom 1 (O): 0.0253, atom 2 (C): -0.0099, atom 3 (N): -0.0053, atom 4 (C): -0.2420, atom 5 (C): -0.3619

3.
The molecule C4H6N2O, computed with the ωB97M-V functional and the def2-TZVPD basis.

Structure (XYZ):
```
13
Properties=species:S:1:pos:R:3:forces:R:3
N -2.1370 0.7474 -0.4024 -0.1 -0.1 0.1
C -0.8544 0.1816 -0.1717 0.2 -0.2 0.0
C -0.4863 -1.1373 -0.2218 -0.1 0.1 -0.1
N 0.8797 -1.1968 0.0157 0.1 0.1 0.0
C 1.3503 0.0604 0.2194 -0.3 -0.2 -0.1
O 2.6800 0.2016 0.4523 0.0 0.2 0.1
C 0.3165 0.9550 0.1156 0.0 0.0 0.0
H -2.7236 0.1086 -0.9263 0.0 0.1 0.0
H -2.6115 0.9494 0.4719 0.1 0.1 -0.1
H -1.0637 -2.0294 -0.4198 0.1 0.1 0.1
H 1.4512 -2.0240 0.0334 -0.1 0.1 0.0
H 2.8585 1.1378 0.6006 0.0 -0.1 0.0
H 0.3713 2.0327 0.1871 0.0 -0.1 0.0
```
Forces are in eV/Å.

Output
Kohn-Sham gap ... 0.308 Eh
LUMO energy ... 0.8488 eV
HOMO level ... -7.526 eV
Relative energy (zero: lowest compared OMol25 entry of this formula, charge and spin) ... 0.964 eV
Net charge ... 0
SMILES string ... Nc1c[nH]c(O)c1

These are the Löwdin partial charges, in e, on atoms 1 to 5: atom 1 (N): 0.0575, atom 2 (C): -0.3584, atom 3 (C): -0.0832, atom 4 (N): 0.0762, atom 5 (C): -0.3942

4.
The molecule C4H6N2O at a distorted geometry, computed with the ωB97M-V functional and the def2-TZVPD basis.

Structure (XYZ):
```
13
Properties=species:S:1:pos:R:3:forces:R:3
C 0.4400 -1.2764 -1.0468 0.3 -0.1 -0.1
C 1.0147 1.5608 0.9101 1.0 0.5 1.6
O 0.2949 1.2869 -0.1220 -0.7 0.0 -1.6
C -0.7979 0.5172 -0.0847 0.1 -0.5 0.1
N -0.7417 -0.4106 -1.1200 -0.4 0.0 0.2
C -1.4362 0.2970 1.1664 -0.6 -0.1 0.5
N -2.0860 0.1484 2.1242 0.6 0.1 -0.8
H 0.2995 -2.1533 -1.6791 0.0 0.1 0.0
H 1.3127 -0.7276 -1.4174 -0.2 -0.2 0.1
H 0.6610 -1.6133 -0.0216 -0.2 0.0 -0.2
H 1.8307 2.2422 0.7335 -0.1 0.0 0.1
H 0.8197 1.0263 1.8313 0.1 0.2 0.0
H -1.6114 -0.8977 -1.2738 0.0 0.0 0.0
```
Forces are in eV/Å.

Output
Kohn-Sham gap (alpha / beta) ... 0.271 / 0.306 Eh
LUMO energy (alpha / beta) ... -0.4597 / 0.3253 eV
HOMO level (alpha / beta) ... -7.821 / -7.998 eV
Relative energy (zero: lowest compared OMol25 entry of this formula, charge and spin) ... 4.677 eV
Net charge ... 0

These are the Löwdin partial charges, in e, on atoms 1 to 5: atom 1 (C): -0.0862, atom 2 (C): -0.0019, atom 3 (O): -0.0365, atom 4 (C): -0.3535, atom 5 (N): -0.0264

5.
The molecule C4H6N2O, computed with the ωB97M-V functional and the def2-TZVPD basis.

Structure (XYZ):
```
13
Properties=species:S:1:pos:R:3:forces:R:3
N 0.3461 -0.3403 -1.8946 -0.7 -0.4 -0.5
C -0.2829 -0.6642 -0.6477 0.2 0.3 0.3
C -0.8954 0.3131 0.1350 0.2 -0.1 0.2
O -1.9097 1.1090 -0.3176 0.3 0.0 0.1
C -0.1290 0.4556 1.3029 -0.2 -0.1 0.3
C 0.8925 -0.4847 1.2343 -0.3 -0.3 0.5
N 0.7002 -1.2366 0.1322 0.3 0.2 0.0
H 1.0040 0.3608 -1.5452 0.1 0.2 -0.9
H -0.3474 0.1148 -2.4638 0.1 0.3 -0.5
H -2.1307 1.7559 0.3663 0.1 -0.2 -0.2
H -0.2963 1.1669 2.0957 0.0 -0.1 0.1
H 1.6667 -0.7295 1.9358 0.0 0.0 0.3
H 1.3819 -1.8207 -0.3334 0.0 0.2 0.3
```
Forces are in eV/Å.

Output
Kohn-Sham gap ... 0.306 Eh
LUMO energy ... 0.8220 eV
HOMO level ... -7.515 eV
Relative energy (zero: lowest compared OMol25 entry of this formula, charge and spin) ... 2.308 eV
Net charge ... 0
SMILES string ... Nc1[nH]ccc1O

These are the Löwdin partial charges, in e, on atoms 1 to 5: atom 1 (N): 0.0773, atom 2 (C): -0.3234, atom 3 (C): -0.3186, atom 4 (O): 0.0533, atom 5 (C): -0.0314

6.
C4H6N2O as an isolated structure at a distorted geometry, computed with the ωB97M-V functional and the def2-TZVPD basis.

Structure (XYZ):
```
13
Properties=species:S:1:pos:R:3:forces:R:3
C 0.2321 -1.3952 -0.6862 -0.9 0.6 0.5
N -1.4533 0.7735 0.8149 -0.4 -0.2 0.6
C -0.2100 0.9695 0.0851 0.2 -0.5 2.3
C 0.0930 0.0396 -1.0002 1.8 -1.2 -1.5
N 1.3621 -0.6584 -0.1623 1.2 -0.5 -1.6
C 1.1243 0.3347 0.7383 -1.7 2.5 1.5
O 1.8289 0.7976 1.6028 -0.4 -0.9 -0.8
H -2.1512 0.1737 0.3860 0.3 0.2 -0.4
H -1.3320 0.3911 1.7488 0.3 0.3 -0.2
H -0.4238 -1.8476 0.0511 -0.2 0.1 -0.1
H 0.5169 -2.0597 -1.4935 0.0 0.1 0.1
H -0.0475 2.0205 -0.1582 0.0 -0.1 -0.1
H 0.4604 0.4608 -1.9267 -0.3 -0.4 -0.3
```
Forces are in eV/Å.

Output
Kohn-Sham gap ... 0.357 Eh
LUMO energy ... 0.7025 eV
HOMO level ... -9.014 eV
Relative energy (zero: lowest compared OMol25 entry of this formula, charge and spin) ... 3.284 eV
Net charge ... 0

These are the Löwdin partial charges, in e, on atoms 1 to 5: atom 1 (C): -0.1059, atom 2 (N): 0.0463, atom 3 (C): -0.2668, atom 4 (C): -0.0851, atom 5 (N): 0.0999

7.
The molecule C4H6N2O at a distorted geometry, computed with the ωB97M-V functional and the def2-TZVPD basis.

Structure (XYZ):
```
13
Properties=species:S:1:pos:R:3:forces:R:3
C -1.6026 0.6098 -0.0673 0.0 0.1 0.0
C -0.9453 -0.7453 -0.2677 -0.3 0.0 0.1
O 0.3324 -0.6411 -0.9295 0.2 -0.1 0.0
C 1.4055 -0.3764 -0.1655 0.3 -0.2 0.1
N 2.2981 -1.2447 0.0437 -0.2 0.4 -0.1
C 1.5058 0.9955 0.3501 0.1 0.9 0.5
N 1.6123 2.0564 0.7991 -0.1 -1.0 -0.5
H -1.7532 1.0898 -1.0386 0.0 0.0 0.1
H -2.5795 0.4965 0.4173 0.2 -0.1 -0.1
H -0.9903 1.2715 0.5520 -0.2 -0.1 -0.1
H -1.5383 -1.3657 -0.9427 0.1 0.1 0.1
H -0.8134 -1.3021 0.6699 0.0 0.2 -0.1
H 3.0685 -0.8444 0.5792 -0.1 -0.1 0.0
```
Forces are in eV/Å.

Output
Kohn-Sham gap ... 0.423 Eh
LUMO energy ... 0.2032 eV
HOMO level ... -11.316 eV
Relative energy (zero: lowest compared OMol25 entry of this formula, charge and spin) ... 1.882 eV
Net charge ... 0
SMILES string ... [H]/N=C(\C#N)OCC

These are the Löwdin partial charges, in e, on atoms 1 to 5: atom 1 (C): -0.0716, atom 2 (C): -0.2132, atom 3 (O): -0.0528, atom 4 (C): -0.4685, atom 5 (N): 0.2101

8.
The molecule C4H6N2O at a distorted geometry, computed with the ωB97M-V functional and the def2-TZVPD basis.

Structure (XYZ):
```
13
Properties=species:S:1:pos:R:3:forces:R:3
C -1.3121 1.6528 -1.2462 3.7 -2.4 3.0
C 1.0732 1.2915 -0.1802 -4.2 1.3 -1.7
C -0.1409 0.7320 -0.3354 -3.0 1.0 -1.8
C -0.0287 -1.4530 0.9226 0.2 1.1 -1.0
N -2.0421 2.3840 -1.7325 -0.6 0.4 -0.5
N -0.7536 -0.4568 0.0520 4.1 0.3 1.7
O 1.0212 -2.1242 0.2236 -0.7 1.3 0.0
H 1.8945 0.8788 0.2502 2.1 -1.1 1.3
H 0.9838 2.3188 -0.5217 1.0 -0.1 0.0
H -0.7408 -2.1622 1.1583 -1.6 -1.5 0.5
H 0.3902 -1.0961 1.8752 -0.3 0.8 -0.4
H -1.6692 -0.6189 -0.2083 -1.8 -0.4 -0.5
H 1.3243 -1.3466 -0.2577 1.0 -0.6 -0.6
```
Forces are in eV/Å.

Output
Kohn-Sham gap ... 0.369 Eh
LUMO energy ... 0.5984 eV
HOMO level ... -9.448 eV
Relative energy (zero: lowest compared OMol25 entry of this formula, charge and spin) ... 3.407 eV
Net charge ... 0
SMILES string ... C=C(C#N)NCO

These are the Löwdin partial charges, in e, on atoms 1 to 5: atom 1 (C): -0.1201, atom 2 (C): 0.0420, atom 3 (C): -0.2661, atom 4 (C): -0.2100, atom 5 (N): 0.0954